No. 1
DFT (the ωB97M-V functional and the def2-TZVPD basis) results for C2H4N4O2 as an isolated structure in a non-equilibrium geometry.

Element x y z (Å)
C 0.939 -0.236 -0.286
C -0.185 0.450 -0.161
H 2.912 -0.427 1.072
H 2.845 0.834 -0.378
H -2.828 -0.184 1.158
H -1.577 1.554 -0.347
N 2.278 0.286 0.178
N 0.573 -1.573 -0.435
N -0.601 -1.787 -0.326
N -1.140 -0.438 -0.089
O -2.574 -0.199 0.080
O -0.643 1.719 -0.466

- multiplicity = 1
- HOMO-LUMO gap (Ha) = 0.3140
- ΔE to the lowest compared entry with this formula, charge and spin (kJ/mol) = 553.2
- E_LUMO (eV) = -0.11
- highest occupied orbital energy (eV) = -8.651
- energy (Eh) = -447.89171

=====

No. 2
DFT (the ωB97M-V functional and the def2-TZVPD basis) results for C39H33BrN4NaO4S as an isolated structure in a non-equilibrium geometry.

Element x y z (Å)
Na -0.726 -1.068 -0.761
Br -4.919 -3.298 5.094
C -3.811 -3.053 3.658
C -4.398 -3.478 2.404
C -3.685 -3.354 1.257
C -2.421 -2.711 1.283
O -1.762 -2.505 0.189
C -1.881 -2.209 2.517
C -0.669 -1.488 2.569
N 0.040 -1.423 3.672
C 0.968 -0.369 3.797
C 0.484 0.867 4.526
C 0.542 2.221 4.171
C 1.287 2.761 3.059
C 2.337 2.114 2.370
C 3.264 2.826 1.555
C 4.265 2.224 0.796
C 4.421 0.850 0.927
N 3.564 0.146 1.629
C 2.473 0.695 2.194
C -2.599 -2.444 3.728
H -5.451 -3.879 2.432
H -4.141 -3.655 0.252
H -0.374 -1.030 1.643
H -0.078 0.623 5.429
H 0.009 2.991 4.699
H 1.088 3.856 2.857
H 3.081 3.874 1.511
H 4.812 2.897 0.142
H 5.194 0.282 0.516
H -2.217 -2.093 4.708
O -2.267 0.612 -0.141
C -3.101 1.371 0.761
C -2.620 2.833 1.049
C -2.648 3.904 -0.126
C -1.554 3.813 -1.143
C -1.295 4.797 -2.087
C -0.168 4.799 -2.896
C 0.625 3.649 -2.905
C 0.221 2.654 -2.067
N -0.775 2.713 -1.172
H -1.686 1.342 -0.468
H -3.048 0.902 1.745
H -4.148 1.463 0.404
H -1.593 2.793 1.521
H -3.310 3.188 1.842
H -2.567 4.938 0.254
H -3.643 3.903 -0.617
H -1.940 5.667 -2.143
H 0.149 5.671 -3.483
H 1.449 3.570 -3.632
H 0.647 1.515 -2.072
O 1.495 -0.144 2.458
N 2.170 -0.950 4.583
C 3.036 -1.762 3.907
C 3.958 -2.519 4.542
C 4.039 -2.495 5.919
C 3.086 -1.720 6.616
C 2.072 -1.035 5.975
H 3.001 -1.746 2.819
H 4.541 -3.178 3.929
H 4.796 -3.094 6.419
H 3.068 -1.739 7.677
H 1.227 -0.520 6.480
C -1.856 -3.734 -6.575
C -1.038 -3.887 -7.884
O -0.893 -4.989 -8.412
S -0.348 -2.465 -8.724
C 0.345 -1.587 -7.420
C 1.322 -2.219 -6.610
C 1.498 -1.753 -5.340
C 0.899 -0.550 -4.963
C 0.122 0.179 -5.853
C -0.128 -0.287 -7.144
C 0.713 -0.274 -3.593
C 0.525 0.151 -2.413
H -2.892 -4.052 -6.644
H -1.952 -2.715 -6.290
H -1.368 -4.350 -5.863
H 1.842 -3.086 -6.984
H 2.139 -2.209 -4.625
H -0.188 1.143 -5.534
H -0.654 0.317 -7.906

- multiplicity = 2
- HOMO-LUMO gap (alpha / beta) (Ha) = 0.1289 / 0.1423
- ΔE to the lowest compared entry with this formula, charge and spin (kJ/mol) = 280.8
- E_LUMO (alpha / beta) (eV) = 3.39 / 3.39
- total charge = -2
- expectation value of S² = 0.7688
- highest occupied orbital energy (alpha / beta) (eV) = -0.119 / -0.483
- energy (Eh) = -5160.24098

=====

No. 3
DFT (the ωB97M-V functional and the def2-TZVPD basis) results for a 2-piece molecular cluster, C4H11NO2S overall in a non-equilibrium geometry.

Element x y z (Å)
O 1.677 0.048 -0.180
C 0.964 0.578 -1.200
N -0.108 -0.276 -1.610
C -1.035 -0.618 -0.655
C -0.550 -1.911 0.144
S -1.471 -2.161 1.619
C 0.464 1.960 -0.771
H 1.641 0.659 -2.051
H -1.265 0.197 0.022
H -2.011 -0.864 -1.094
H 0.480 -1.785 0.367
H -0.620 -2.772 -0.494
H -1.028 -0.978 2.200
H 1.258 2.580 -0.361
H -0.190 2.509 -1.400
H -0.147 1.803 0.100
H 1.192 0.291 0.699
H 0.648 0.354 2.728
O 0.102 0.385 1.937

- multiplicity = 1
- HOMO-LUMO gap (Ha) = 0.1746
- ΔE to the lowest compared entry with this formula, charge and spin (kJ/mol) = 611.9
- E_LUMO (eV) = -3.85
- highest occupied orbital energy (eV) = -8.606
- energy (Eh) = -762.21630